# 1
The following is a quantum chemistry calculation of a cluster of 2 separate species, H2NO2P in total at a distorted geometry, from the OMol25 dataset.

The geometry in XYZ format:
```
6
Properties=species:S:1:pos:R:3:forces:R:3:nbo_charge:R:1
N -0.510222 -0.566518 1.622332 2.974 -1.766 -0.173 -0.22
O 1.248559 0.249671 -0.961422 -2.072 1.044 -1.315 -1.05
O -1.193460 -0.137625 0.659788 -0.847 0.647 0.309 -0.50
P -1.483535 0.547542 -0.656149 2.653 -0.041 -1.427 1.00
H 0.485466 -0.812029 1.165531 -2.139 0.999 0.948 0.34
H 1.453191 0.718959 -1.830080 -0.568 -0.883 1.657 0.44
```
Positions in Å, forces in eV/Å.

Properties
* HOMO energy (spin up / spin down): -9.2 / -9.3 eV
* frontier orbital gap (spin up / spin down): 7.2682 / 7.2799 eV

---

# 2
The following is a quantum chemistry calculation of the molecule C6H14N2O2 at a distorted geometry, from the OMol25 dataset.

The geometry in XYZ format:
```
24
Properties=species:S:1:pos:R:3:forces:R:3:nbo_charge:R:1
C 1.727014 -2.939399 -1.234080 5.650 -0.883 2.204 -0.64
C 2.132281 -1.732702 -0.221981 0.964 0.832 -2.043 -0.41
C 1.599055 -0.266679 -0.623482 0.903 -1.869 0.728 -0.41
C -0.047848 -0.106346 -0.985645 4.771 -1.039 0.575 -0.07
O -0.101412 1.241328 -0.862542 -3.349 3.069 0.303 -0.54
C -1.433282 1.719398 -0.443415 -0.140 0.649 -2.219 0.06
N -1.780819 1.413301 0.970005 -2.951 -3.587 -2.176 -0.33
C -1.464541 2.226292 2.072221 -1.243 2.577 0.946 -0.45
N -2.841968 0.378862 1.044808 -2.074 2.416 3.878 0.25
O -3.644820 0.417077 2.080956 4.999 0.267 -4.782 -0.36
H 0.731195 -3.153514 -1.124303 -2.817 0.094 -1.046 0.21
H 2.348130 -2.991213 -2.273065 -2.147 0.320 2.481 0.23
H 2.085034 -3.875409 -0.570971 -0.119 1.626 -1.772 0.20
H 1.750671 -1.972732 0.828441 0.886 0.184 -1.408 0.20
H 3.339988 -1.502996 -0.304177 -2.951 -1.230 0.777 0.20
H 2.114663 0.247740 0.377723 -2.274 -0.127 -2.794 0.22
H 2.178583 0.034067 -1.559391 -0.792 -0.045 1.332 0.20
H -0.587594 -0.498633 -0.158264 -0.766 -1.301 0.252 0.18
H -0.271500 -0.484520 -2.030016 0.071 0.162 1.289 0.18
H -1.265646 2.809350 -0.579506 -0.449 -0.552 0.618 0.20
H -2.336561 1.490730 -1.329707 2.504 -0.073 3.038 0.21
H -0.904588 3.088209 1.651868 0.203 -0.676 0.501 0.22
H -0.859911 1.662183 2.847023 -1.054 0.909 -0.646 0.23
H -2.466124 2.795606 2.427499 2.174 -1.722 -0.037 0.22
```
Positions in Å, forces in eV/Å.

Properties
* HOMO energy: -9.7 eV
* SMILES: CCCCOCN(C)N=O
* frontier orbital gap: 9.5351 eV

---

# 3
The following is a quantum chemistry calculation of a structure of composition C42H50N3O5S2Y, from the OMol25 dataset.

The geometry in XYZ format:
```
103
Properties=species:S:1:pos:R:3:forces:R:3:mulliken_charge:R:1
Y 1.111373 0.304528 0.681860 -0.727 0.284 -0.182 -0.30
C 2.893849 2.154551 0.051108 -0.142 -0.151 0.049 -0.90
C 3.259829 1.557173 1.289776 0.139 0.379 0.199 0.88
C 2.265813 2.010122 2.247140 0.318 -0.522 0.113 0.04
C 1.347545 2.819133 1.543035 0.016 0.214 0.143 -0.09
C 1.735739 2.952999 0.204098 0.393 -0.196 -0.369 0.72
C 1.307070 4.042989 -0.764805 -0.006 0.115 0.123 2.12
C 2.196251 5.261560 -0.437713 0.002 -0.039 -0.003 -1.79
C 1.568446 3.664650 -2.223146 0.005 0.006 -0.033 -1.65
C -0.145919 4.477109 -0.560260 -0.026 -0.015 0.025 -1.39
C 2.094605 1.706539 3.742866 0.024 0.207 0.021 2.32
C 3.290878 2.241138 4.542921 0.011 -0.009 -0.011 -1.84
C 0.858109 2.432042 4.293777 0.010 0.026 0.014 -2.18
C 1.868717 0.211884 4.012065 -0.054 -0.027 0.033 -1.76
C 4.664636 0.934873 1.416401 -0.031 -0.122 0.018 1.94
C 5.646563 2.071012 1.749271 -0.027 0.017 0.004 -1.64
C 4.837214 -0.191361 2.443339 -0.026 0.004 -0.011 -1.91
C 5.091751 0.322353 0.071115 -0.006 0.001 -0.005 -1.95
H 3.449993 2.024687 -0.862984 0.010 0.143 -0.055 0.19
H 0.468510 3.263928 1.978953 0.013 0.008 -0.031 0.19
H 3.252468 5.002901 -0.535790 -0.011 0.016 -0.004 0.31
H 2.023454 5.597192 0.586498 0.007 0.002 -0.006 0.33
H 1.975016 6.089210 -1.117021 -0.003 -0.004 0.006 0.46
H 2.635234 3.511479 -2.398007 -0.005 -0.007 -0.003 0.34
H 1.243715 4.477540 -2.876913 0.001 -0.008 -0.004 0.45
H 1.048945 2.756257 -2.526830 0.030 0.054 0.005 0.23
H -0.320020 4.772669 0.476275 0.007 0.001 -0.014 0.35
H -0.858160 3.691421 -0.805789 0.012 -0.028 0.000 -0.08
H -0.361691 5.345077 -1.188464 -0.002 -0.022 -0.010 0.50
H 3.403954 3.313168 4.367328 0.001 -0.007 0.002 0.32
H 4.228321 1.762439 4.278285 0.003 0.000 0.019 0.25
H 3.125495 2.086245 5.612376 -0.011 0.000 -0.007 0.53
H 0.966897 3.515741 4.218339 -0.007 -0.007 -0.009 0.33
H 0.743302 2.182320 5.351269 -0.008 -0.001 -0.011 0.47
H -0.052436 2.136498 3.771433 -0.003 -0.007 0.008 0.25
H 2.601104 -0.432828 3.534523 0.016 -0.006 -0.010 -0.07
H 0.872087 -0.080546 3.665575 0.008 0.001 -0.030 0.31
H 1.887565 0.012612 5.087213 0.023 0.012 -0.007 0.65
H 5.434455 2.509588 2.724842 0.014 0.009 -0.033 0.23
H 5.575683 2.864879 1.002871 0.011 -0.007 0.004 0.27
H 6.672864 1.693636 1.759005 -0.012 0.000 0.002 0.48
H 4.606523 0.112732 3.459174 -0.007 -0.006 0.022 0.25
H 5.882869 -0.509063 2.435778 -0.010 0.005 -0.011 0.63
H 4.224696 -1.053997 2.180607 0.005 0.011 0.014 0.12
H 5.233297 1.074210 -0.705034 -0.012 0.003 -0.005 0.36
H 4.363421 -0.416410 -0.271420 0.020 -0.007 -0.008 0.21
H 6.047081 -0.190467 0.199591 -0.008 0.010 -0.006 0.50
O -2.254072 -4.330656 3.808555 0.020 -0.033 -0.003 -0.56
C -1.547998 -3.409749 3.118500 0.033 0.014 -0.004 0.64
C -0.297794 -3.684903 2.565015 -0.096 -0.062 -0.018 -0.71
C 0.342676 -2.668587 1.888177 0.014 0.121 0.034 -0.43
N -0.201476 -1.466749 1.752031 -0.043 0.086 -0.030 2.11
C -1.389838 -1.192355 2.290409 0.225 -0.091 -0.076 0.11
C -2.111193 -2.139004 2.981523 -0.045 -0.063 0.016 -0.74
C -1.820099 0.252680 2.073681 -0.035 -0.107 -0.075 0.04
O -2.986834 0.550154 2.290802 0.036 0.074 0.073 -0.83
O -0.872440 0.997478 1.640833 -0.209 -0.114 -0.076 -0.06
C 1.735348 -2.777654 1.277135 0.018 0.022 -0.066 -0.12
O 2.204869 -3.883041 1.086212 0.083 0.019 0.043 -0.74
O 2.252125 -1.625467 1.017670 0.090 -0.059 0.021 -0.49
H -1.750064 -5.150580 3.872900 -0.015 0.024 -0.001 0.33
H 0.185062 -4.650492 2.656267 -0.007 0.005 -0.001 0.51
H -3.068943 -1.894324 3.419236 0.008 0.001 -0.005 0.63
S -0.685118 1.170092 -1.631891 -0.005 -0.145 0.109 -0.14
C -1.503342 -0.251354 -1.321891 -0.036 0.144 0.002 -0.53
N -2.759880 -0.295996 -0.912648 -0.051 -0.062 0.031 0.92
C -3.441733 -1.561082 -0.652961 -0.026 0.037 -0.004 -0.64
C -2.964724 -2.598614 -1.627477 0.042 0.001 -0.038 -0.86
N -1.506615 -2.681285 -1.578484 -0.096 -0.022 -0.013 0.39
C -0.928021 -4.007552 -1.779942 0.000 0.006 -0.025 -1.74
C -1.033802 -4.479191 -3.212974 -0.016 0.002 0.020 1.12
C -0.929971 -3.590605 -4.277223 0.016 -0.003 -0.010 -0.09
C -1.004267 -4.051183 -5.583991 -0.007 -0.010 0.013 -0.87
C -1.179255 -5.404061 -5.839291 0.004 0.011 0.017 -0.41
C -1.282264 -6.295107 -4.780682 0.002 0.015 0.005 -0.61
C -1.214318 -5.832472 -3.474347 -0.006 -0.003 -0.022 -0.56
C -0.764504 -1.576250 -1.519827 0.110 -0.089 0.000 0.63
S 0.887989 -1.580907 -1.670586 -0.026 -0.028 0.114 -0.12
C -3.576021 0.906290 -0.673203 -0.007 -0.008 -0.018 -1.78
C -4.585141 1.088077 -1.779177 0.013 -0.005 -0.007 0.37
C -5.945183 1.063772 -1.497424 -0.002 0.009 0.006 -0.09
C -6.879638 1.221037 -2.513828 0.007 0.005 -0.018 -0.71
C -6.456824 1.396977 -3.822196 0.018 -0.006 0.022 -0.38
C -5.097221 1.420476 -4.111806 -0.007 -0.001 0.016 -0.83
C -4.166152 1.268710 -3.096584 -0.009 -0.010 -0.008 -0.23
H -4.509367 -1.393980 -0.789719 -0.004 0.005 0.013 0.53
H -3.266547 -1.863499 0.383363 0.005 0.008 0.006 0.04
H -3.295390 -2.356714 -2.641970 0.022 -0.010 -0.012 0.30
H -3.367445 -3.575639 -1.367188 0.003 -0.008 0.006 0.59
H -1.467292 -4.695888 -1.126467 0.005 -0.005 0.012 0.41
H 0.110786 -3.974448 -1.452956 0.012 0.014 -0.002 0.43
H -0.775926 -2.534163 -4.090514 0.000 -0.006 0.000 0.49
H -0.919195 -3.350235 -6.404342 -0.001 -0.005 0.003 0.40
H -1.236156 -5.761882 -6.858919 0.001 0.001 0.005 0.39
H -1.421452 -7.351505 -4.970472 0.001 0.005 0.000 0.39
H -1.300623 -6.531271 -2.649659 0.001 0.006 -0.004 0.38
H -2.899937 1.751978 -0.587287 0.013 0.012 -0.004 0.51
H -4.060638 0.772095 0.292812 0.002 -0.011 0.009 0.60
H -6.273804 0.930114 -0.472712 -0.003 -0.001 -0.009 0.43
H -7.936507 1.204994 -2.280987 0.003 0.000 -0.003 0.39
H -7.182159 1.519466 -4.615987 0.000 -0.001 0.004 0.39
H -4.763004 1.565705 -5.131102 -0.002 -0.001 0.004 0.42
H -3.105732 1.301988 -3.320959 -0.010 -0.001 0.001 0.43
```
Positions in Å, forces in eV/Å.

Properties
* HOMO energy: -7.7 eV
* frontier orbital gap: 6.4542 eV

---

# 4
The following is a quantum chemistry calculation of the molecule C4H7NO2, from the OMol25 dataset.

The geometry in XYZ format:
```
14
Properties=species:S:1:pos:R:3:forces:R:3:nbo_charge:R:1
C 0.617713 1.335543 0.145626 -0.163 0.006 0.488 -0.71
C 0.064922 -0.041312 0.577567 0.097 -0.018 -0.008 0.19
N -0.501618 -0.553292 1.609640 0.476 0.216 -0.799 -0.14
O -0.774817 0.263013 2.690086 0.061 0.270 0.085 -0.56
C 0.212177 -1.064867 -0.511418 0.019 -0.082 0.048 0.02
C -0.437112 -0.711714 -1.773065 -0.192 -0.114 -0.257 -0.11
O 0.966546 -0.596259 -1.612494 0.317 -0.259 -0.455 -0.49
H 1.479514 1.605150 0.760481 -0.264 0.073 0.270 0.24
H 1.019891 1.319810 -0.884408 -0.456 -0.361 0.663 0.26
H -0.125096 2.134371 0.174100 -0.012 -0.092 0.410 0.23
H -1.175902 -0.356754 3.323690 0.234 0.350 -0.375 0.48
H 0.389823 -2.098235 -0.225046 -0.146 0.155 -0.003 0.21
H -0.719297 -1.450101 -2.514071 -0.212 -0.079 0.183 0.19
H -1.016746 0.214646 -1.760689 0.242 -0.064 -0.250 0.18
```
Positions in Å, forces in eV/Å.

Properties
* HOMO energy: -9.5 eV
* SMILES: C/C(=N\O)[C@H]1CO1
* frontier orbital gap: 10.4949 eV

---

Ordered relative energy (zero: lowest compared OMol25 entry of this formula, charge and spin) results: 181.9; 199.7; 16.1; 92.2; unit kcal per mole.
Ordered calculated total energy results: -14898.87545; -13516.96342; -81793.92490; -9843.28098; unit eV.